# 1
The following is a quantum chemistry calculation of a structure of composition H3NO2S2 at a distorted geometry, from OMol25.

Orbital gap (alpha / beta)   5.768 / 5.763 eV
Energy above the lowest of the compared OMol25 structures with the same formula, charge and spin   234.6 kJ/mol
Net charge   0
HOMO (alpha / beta)   -8.35 / -8.35 eV

Geometry (Å):
N -1.188 -0.126 -0.172
O 0.760 0.884 0.898
O -0.680 -1.395 -0.419
S 2.777 0.090 -0.974
S 1.974 -0.097 0.764
H -1.972 -0.181 0.452
H -1.397 0.314 -1.003
H -0.274 0.512 0.453

# 2
The following is a quantum chemistry calculation of a cluster of 2 separate species, C10H14NOP in total at a distorted geometry, from OMol25.

Orbital gap (alpha / beta)   8.012 / 8.016 eV
Energy above the lowest of the compared OMol25 structures with the same formula, charge and spin   498.7 kJ/mol
Net charge   0
HOMO (alpha / beta)   -8.75 / -8.75 eV

Geometry (Å):
C -3.879 -0.418 -0.419
C -3.356 -0.707 0.844
C -3.147 0.216 -1.423
C -2.024 -0.284 1.106
C -1.770 0.506 -1.209
C -1.314 0.219 0.010
C 2.918 0.303 1.306
C 1.255 -1.421 0.365
C 2.635 -0.005 -1.170
C 1.920 -0.067 0.172
N 0.857 0.861 0.061
O -0.457 3.059 0.169
P 0.852 2.467 -0.083
H -4.883 -0.702 -0.686
H -4.195 -0.825 1.473
H -3.769 0.236 -2.308
H -1.462 -0.567 1.985
H -1.099 1.134 -1.860
H 3.145 -0.529 1.926
H 3.758 0.649 0.847
H 2.574 1.172 1.876
H 1.940 -2.261 0.557
H 0.615 -1.691 -0.463
H 0.677 -1.388 1.301
H 1.775 -0.037 -1.828
H 3.156 0.930 -1.308
H 3.279 -0.850 -1.240

# 3
The following is a quantum chemistry calculation of a structure of composition C26H19BrCrN7OS5, from OMol25.

Orbital gap (alpha / beta)   4.205 / 7.321 eV
Energy above the lowest of the compared OMol25 structures with the same formula, charge and spin   84.8 kJ/mol
Multiplicity   5
Net charge   -1
HOMO (alpha / beta)   -2.24 / -5.36 eV

Geometry (Å):
Cr 0.386 1.860 0.408
C -4.734 3.226 -0.744
C -3.878 2.448 0.214
C -4.472 1.685 1.258
C -3.580 1.059 2.166
C -2.238 1.117 1.965
Br -1.136 0.339 3.315
N -1.630 1.748 0.893
C -2.529 2.463 0.088
H -5.394 3.915 -0.210
H -5.374 2.557 -1.330
H -4.124 3.808 -1.436
H -5.543 1.653 1.406
H -3.948 0.542 3.041
H -2.074 3.050 -0.698
S 0.272 4.299 -0.114
C 1.215 4.358 1.321
S 0.918 3.050 2.426
C 2.198 5.311 1.549
C 2.460 6.358 0.609
N 2.699 7.193 -0.149
C 3.103 5.188 2.648
N 3.890 5.057 3.483
N 3.873 2.312 1.478
C 3.544 2.427 0.177
N 2.387 2.094 -0.350
C 2.412 2.255 -1.733
C 3.552 2.736 -2.247
S 4.693 3.002 -0.986
C 1.216 1.802 -2.448
C 1.048 1.586 -3.762
S -0.479 0.825 -4.042
C -0.786 0.820 -2.339
N 0.151 1.410 -1.646
N -1.885 0.272 -1.793
H 3.059 2.268 2.097
H 4.583 2.943 1.822
H 3.788 2.957 -3.274
H 1.734 1.772 -4.571
H -2.375 -0.432 -2.316
H -1.864 0.162 -0.783
C -0.648 -9.275 -0.566
C -0.385 -7.786 -0.519
O -0.858 -7.013 -1.303
S 0.699 -7.329 0.829
C 0.686 -5.564 0.730
C -0.043 -4.826 1.656
C -0.032 -3.442 1.604
C 0.698 -2.771 0.619
C 1.421 -3.526 -0.310
C 1.422 -4.909 -0.252
C 0.689 -1.337 0.571
C 0.647 -0.122 0.617
H -0.560 -9.615 -1.597
H -1.673 -9.452 -0.236
H 0.033 -9.835 0.073
H -0.617 -5.339 2.418
H -0.596 -2.857 2.320
H 1.989 -3.012 -1.073
H 1.991 -5.486 -0.970

# 4
The following is a quantum chemistry calculation of a cluster of 2 separate species, C3H9NOSi in total at a distorted geometry, from OMol25.

Orbital gap (alpha / beta)   7.697 / 7.695 eV
Energy above the lowest of the compared OMol25 structures with the same formula, charge and spin   309.8 kJ/mol
Net charge   0
HOMO (alpha / beta)   -7.25 / -7.25 eV

Geometry (Å):
C -2.767 -0.599 0.394
C -1.816 -0.458 -0.467
C 1.305 -1.422 0.297
N 1.207 2.456 0.082
O 1.333 -0.032 0.505
Si 0.716 1.001 -0.560
H -3.787 -1.041 0.375
H -2.653 -0.193 1.417
H -1.735 -0.722 -1.484
H 0.518 -1.734 -0.259
H 1.172 -1.910 1.251
H 2.281 -1.799 -0.036
H 1.890 2.363 0.901
H 1.435 3.268 -0.495
H 0.900 0.823 -1.919

# 5
The following is a quantum chemistry calculation of the molecule C3H7N5 at a distorted geometry, from OMol25.

Orbital gap   9.762 eV
Energy above the lowest of the compared OMol25 structures with the same formula, charge and spin   309.3 kJ/mol
Net charge   0
HOMO   -8.78 eV
SMILES string   C=NNC(=N)NN=C

Geometry (Å):
C 2.070 -2.052 -0.978
N 0.957 -1.495 -1.184
N 0.585 -0.450 -0.405
C -0.700 0.086 -0.799
N -1.202 -0.030 -1.956
N -1.316 0.795 0.334
N -0.472 1.117 1.284
C -0.872 1.924 2.177
H 2.681 -1.774 -0.170
H 2.306 -2.832 -1.699
H 1.070 -0.048 0.433
H -0.705 -0.672 -2.563
H -2.259 1.240 0.162
H -0.211 2.221 3.013
H -1.929 1.970 2.353

# 6
The following is a quantum chemistry calculation of the ion C6H18NOSi with charge +1 at a distorted geometry, from OMol25.

Orbital gap   11.288 eV
Energy above the lowest of the compared OMol25 structures with the same formula, charge and spin   0.0 kJ/mol
Net charge   +1
HOMO   -14.37 eV
SMILES string   CC(C)[C@@H]([NH3+])[Si](C)(C)O

Geometry (Å):
C 2.423 1.487 0.290
C 0.988 1.060 -0.030
C 0.006 1.744 0.921
C 0.827 -0.452 -0.038
N 1.039 -0.933 1.523
Si -0.863 -1.180 -0.681
C -0.449 -2.795 -1.576
C -1.803 0.049 -1.769
O -1.531 -1.418 0.807
H 3.136 1.004 -0.374
H 2.704 1.264 1.320
H 2.524 2.560 0.165
H 0.762 1.380 -1.050
H 0.291 1.610 1.962
H -0.009 2.812 0.728
H -1.001 1.363 0.785
H 1.667 -0.897 -0.567
H 0.098 -0.891 1.928
H 1.691 -0.282 1.962
H 1.380 -1.893 1.544
H -0.113 -2.609 -2.591
H 0.326 -3.372 -1.079
H -1.325 -3.433 -1.646
H -2.253 0.858 -1.200
H -1.161 0.496 -2.520
H -2.606 -0.450 -2.307
H -2.413 -1.770 0.897

# 7
The following is a quantum chemistry calculation of a structure of composition C14H8Cl3GeMoN2O7S at a distorted geometry, from OMol25.

Orbital gap (alpha / beta)   4.831 / 4.830 eV
Energy above the lowest of the compared OMol25 structures with the same formula, charge and spin   23.4 kJ/mol
Multiplicity   2
Net charge   +2
HOMO (alpha / beta)   -15.09 / -14.98 eV

Geometry (Å):
Mo 0.733 -0.533 0.143
O 3.384 -0.300 3.310
C 2.826 -0.370 2.162
O 1.676 0.067 1.927
C 3.553 -0.917 1.017
C 4.902 -1.181 0.894
C 5.422 -1.410 -0.378
C 4.595 -1.283 -1.492
C 3.257 -1.022 -1.282
N 2.730 -0.930 -0.055
C 2.227 -0.618 -2.315
O 2.370 -0.617 -3.484
O 1.131 -0.201 -1.631
H 2.832 0.128 3.990
H 5.530 -1.169 1.775
H 6.476 -1.617 -0.509
H 4.977 -1.350 -2.502
Cl -2.877 -1.148 3.234
Ge -1.129 0.055 3.012
Cl -0.691 1.208 4.758
Cl 0.312 -2.362 1.446
O -2.155 1.559 1.947
S -1.853 1.929 0.551
O -1.206 3.167 0.354
N -0.936 0.617 0.054
C -1.672 -0.234 -0.713
O -1.124 -1.314 -0.990
C -2.991 0.271 -1.061
C -3.933 -0.320 -1.885
C -5.100 0.389 -2.147
C -5.306 1.653 -1.607
C -4.371 2.245 -0.755
C -3.230 1.528 -0.491
H -3.748 -1.297 -2.311
H -5.855 -0.046 -2.789
H -6.208 2.199 -1.850
H -4.546 3.222 -0.326

# 8
The following is a quantum chemistry calculation of a cluster of 2 separate species, C2H7NOS in total at a distorted geometry, from OMol25.

Orbital gap   7.144 eV
Energy above the lowest of the compared OMol25 structures with the same formula, charge and spin   448.9 kJ/mol
Net charge   0
HOMO   -8.44 eV

Geometry (Å):
C -1.449 0.005 -1.938
C 1.235 0.417 2.401
N -0.244 -0.752 -1.534
O 1.084 0.773 1.126
S 0.037 -1.173 0.017
H -1.211 1.098 -1.687
H -1.756 -0.276 -3.061
H -2.296 -0.317 -1.412
H 2.122 1.180 2.822
H 1.669 -0.545 2.498
H 0.402 0.468 2.997
H 0.408 -0.876 -2.229

# 9
The following is a quantum chemistry calculation of the ion C4H10N5O with charge +1 at a distorted geometry, from OMol25.

Orbital gap   8.826 eV
Energy above the lowest of the compared OMol25 structures with the same formula, charge and spin   175.9 kJ/mol
Net charge   +1
HOMO   -11.87 eV
SMILES string   NC(=N/C=C(\N)[NH3+])/N=C/O

Geometry (Å):
N -1.907 2.053 -0.191
C -1.073 1.060 0.105
N 0.033 1.303 0.687
C 1.105 0.532 0.927
C 1.685 -0.315 0.050
N 1.181 -0.645 -1.212
N 3.210 -0.634 0.390
N -1.489 -0.252 -0.153
C -2.667 -0.696 0.018
O -2.985 -1.975 -0.171
H -1.883 3.033 0.095
H -2.775 1.952 -0.747
H 1.671 0.735 1.945
H 0.180 -0.983 -1.161
H 1.323 -0.008 -1.981
H 3.513 0.186 0.798
H 3.693 -0.964 -0.427
H 3.097 -1.501 0.995
H -3.533 -0.193 0.358
H -2.381 -2.689 -0.325

# 10
The following is a quantum chemistry calculation of a cluster of 2 separate species, C4H5NO2 in total at a distorted geometry, from OMol25.

Orbital gap (alpha / beta)   8.206 / 8.253 eV
Energy above the lowest of the compared OMol25 structures with the same formula, charge and spin   594.9 kJ/mol
Net charge   0
HOMO (alpha / beta)   -8.22 / -8.78 eV

Geometry (Å):
O 1.058 0.135 1.546
C 1.919 0.241 0.628
C 1.950 -0.781 -0.333
O 2.260 -1.602 -1.088
N -0.296 -0.394 0.138
C -1.746 -0.491 0.016
C -1.047 0.761 -0.334
H 2.342 1.191 0.278
H -2.292 -0.550 0.956
H -2.118 -1.148 -0.770
H -0.927 1.025 -1.384
H -1.103 1.611 0.346

# 11
The following is a quantum chemistry calculation of the ion C3H4Cl3N2 with charge +1 at a distorted geometry, from OMol25.

Orbital gap (alpha / beta)   8.052 / 5.893 eV
Multiplicity   3
Net charge   +1
HOMO (alpha / beta)   -12.18 / -15.21 eV

Geometry (Å):
C 1.309 -0.353 0.681
C -0.395 0.623 -0.882
C -1.528 -0.353 -0.277
N 0.561 -0.270 1.644
N 0.853 0.122 -0.578
Cl -0.664 2.406 -0.306
Cl -2.722 0.186 0.747
Cl -1.413 -1.964 -0.628
H 2.279 -0.646 0.512
H -0.524 0.732 -1.935
H 0.978 -0.384 2.525
H 1.266 -0.099 -1.505

# 12
The following is a quantum chemistry calculation of a structure of composition C41H40BrFN5O4RuSSi, from OMol25.

Orbital gap (alpha / beta)   7.049 / 5.794 eV
Energy above the lowest of the compared OMol25 structures with the same formula, charge and spin   139.2 kJ/mol
Multiplicity   6
Net charge   0
HOMO (alpha / beta)   -7.05 / -7.90 eV

Geometry (Å):
Ru -1.104 -0.133 0.117
O 4.623 -0.985 -0.157
C 4.352 -0.726 -1.477
C 5.362 -0.752 -2.432
C 5.073 -0.464 -3.757
C 3.772 -0.162 -4.131
C 2.775 -0.142 -3.165
C 3.041 -0.408 -1.829
C 1.936 -0.414 -0.781
O 0.696 -0.697 -1.261
N 1.893 0.904 -0.093
N 1.032 0.882 0.921
C 1.275 1.818 1.906
C 0.790 1.745 3.127
Br -2.266 1.290 1.805
C 0.368 1.700 4.360
C 1.109 1.065 5.477
C 0.680 1.269 6.786
C 1.364 0.703 7.854
C 2.488 -0.077 7.627
C 2.922 -0.289 6.322
C 2.238 0.275 5.258
H 5.551 -1.226 -0.072
H 6.376 -1.001 -2.133
H 5.866 -0.487 -4.494
H 3.534 0.039 -5.168
H 1.745 0.015 -3.452
H 2.266 -1.106 -0.006
H 2.764 1.407 0.046
H 1.934 2.652 1.667
H -0.604 2.131 4.594
H -0.200 1.877 6.965
H 1.018 0.874 8.866
H 3.023 -0.519 8.458
H 3.796 -0.901 6.135
H 2.574 0.109 4.240
C 2.132 4.961 -5.546
C 1.221 4.435 -4.467
C 0.100 5.156 -4.065
C -0.748 4.674 -3.077
C -0.459 3.452 -2.491
C 0.651 2.717 -2.868
C 1.484 3.208 -3.857
S -1.411 2.911 -1.107
O -2.724 3.482 -1.222
O -0.599 3.179 0.042
N -1.455 1.273 -1.324
C -2.061 0.761 -2.496
C -2.639 1.484 -3.518
C -3.133 0.849 -4.678
C -3.087 -0.504 -4.834
C -2.564 -1.289 -3.783
C -2.530 -2.700 -3.813
C -2.049 -3.398 -2.745
C -1.609 -2.689 -1.616
N -1.630 -1.384 -1.561
C -2.074 -0.656 -2.625
H 2.051 6.045 -5.635
H 1.880 4.528 -6.518
H 3.172 4.711 -5.335
H -0.114 6.111 -4.532
H -1.626 5.226 -2.766
H 0.840 1.774 -2.368
H 2.358 2.637 -4.156
H -2.735 2.555 -3.436
H -3.560 1.466 -5.460
H -3.466 -0.987 -5.727
H -2.901 -3.215 -4.692
H -2.009 -4.478 -2.743
H -1.222 -3.205 -0.747
C -0.724 -4.402 2.026
Si -0.418 -2.587 2.358
C 1.335 -2.280 1.872
C -0.596 -2.057 4.139
N -1.618 -1.655 1.374
C -2.964 -1.885 1.621
C -3.419 -2.713 2.683
C -4.752 -2.925 2.953
C -5.732 -2.331 2.161
C -5.346 -1.528 1.102
C -4.009 -1.323 0.851
F -3.722 -0.562 -0.214
H -0.278 -5.008 2.822
H -0.223 -4.676 1.092
H -1.776 -4.677 1.941
H 1.959 -2.768 2.630
H 1.583 -1.218 1.864
H 1.583 -2.711 0.899
H 0.397 -1.979 4.586
H -1.188 -2.738 4.755
H -1.061 -1.067 4.182
H -2.698 -3.180 3.331
H -5.030 -3.553 3.789
H -6.782 -2.491 2.366
H -6.066 -1.041 0.457

no.,electronic energy (Ha)
1,-1003.25707
2,-860.66232
3,-7070.24596
4,-539.08267
5,-392.18125
6,-658.74173
7,-5097.86933
8,-608.42616
9,-507.14681
10,-360.44283
11,-1606.36143
12,-5617.47572